# 1
84
Properties=species:S:1:pos:R:3:forces:R:3 method="wB97M-V/def2-TZVPD" largest_force_ev_per_a=1.45 homo_lumo_gap_ha="0.2003 / 0.2003" homo_ev="-6.18 / -6.18" e_tot_ha=-2291.52378 e_lumo_ha="-0.0269 / -0.0269"
O -1.2830 4.0467 1.0829 0.29 -0.49 -0.21
C -0.6972 4.2387 -0.0994 -0.38 -0.74 0.04
C -1.6783 4.1542 -1.3075 0.81 0.35 0.84
C -2.1192 2.9703 -1.8989 -0.12 0.35 -0.06
H -1.7853 2.0046 -1.4814 -0.28 0.47 -0.29
C -2.9324 3.0535 -3.0344 0.02 -0.38 0.31
H -3.2700 2.1290 -3.5057 0.04 0.24 -0.01
C -3.3234 4.2883 -3.5509 0.31 0.27 0.38
H -3.9476 4.3330 -4.4309 -0.06 0.00 -0.07
C -2.9032 5.4677 -2.9219 0.03 -0.55 0.34
H -3.2132 6.4373 -3.2784 -0.10 0.08 -0.20
C -2.0880 5.3889 -1.7910 -0.49 -0.12 -0.63
H -1.7583 6.2851 -1.2631 -0.08 -0.18 -0.24
H -0.2431 5.2948 -0.1811 -0.02 -0.55 -0.15
C 1.7133 3.6682 0.5900 0.15 -0.18 -0.28
C 0.6350 3.4563 -0.4354 -0.62 0.75 -0.75
H 2.3587 4.4940 0.2261 -0.14 -0.44 0.33
H 2.3018 2.7369 0.7097 -0.03 0.74 0.19
H 1.2465 3.9593 1.5378 0.11 -0.17 -0.13
C 0.9356 3.0440 -1.7143 0.22 0.21 0.65
C 2.3192 3.1166 -2.2734 0.33 -0.72 -0.55
H 0.1721 2.9903 -2.4993 0.11 0.05 0.58
H 2.3994 3.9766 -2.9548 0.02 -0.03 0.33
H 2.4921 2.2164 -2.8669 0.16 0.55 -0.21
H 3.1185 3.1186 -1.5319 -0.08 0.28 0.02
Tl 1.1024 0.3735 -0.6964 -1.10 0.84 0.01
Cl 2.8705 0.0254 -2.6558 0.07 -0.31 0.09
C 2.9550 -2.2544 -0.4225 -1.40 0.30 -0.25
O 2.0486 -2.0449 0.4763 -0.28 -0.72 -0.53
N 3.9299 -3.1034 -0.3374 -0.07 -0.29 0.69
C 4.2305 -3.8430 0.8871 -0.25 -0.11 0.15
C 4.6621 -3.4201 -1.5601 0.02 0.44 0.05
H 2.9252 -1.7084 -1.3753 -0.25 -0.18 0.19
H 3.7537 -3.3599 1.7491 0.11 -0.05 -0.37
H 5.3123 -3.8343 1.0187 -0.06 -0.15 0.06
H 3.8529 -4.8742 0.8190 0.25 0.25 -0.05
H 4.3364 -2.7283 -2.3383 0.06 -0.10 0.01
H 4.4383 -4.4412 -1.8725 0.16 0.01 0.11
H 5.7185 -3.2611 -1.3802 0.24 -0.24 -0.09
H -5.4740 1.6319 0.6364 0.07 -0.07 -0.17
H -4.7926 -1.1132 0.5326 0.11 0.01 0.00
C -4.4559 1.5611 0.2297 -0.26 0.22 0.36
C -3.7397 -0.8161 0.5862 0.02 0.31 -0.18
N -3.6663 0.5899 0.9675 0.22 -0.31 0.07
H -3.9809 2.5473 0.3141 -0.09 -0.25 -0.15
C -2.7212 0.9895 1.8479 0.60 0.04 0.19
O -1.7966 0.2712 2.2314 -0.81 0.16 -0.03
H -3.2123 -1.4246 1.3240 -0.04 0.17 -0.13
H -2.8368 2.0303 2.2249 0.10 -0.31 -0.51
H -4.5158 1.2671 -0.8255 0.10 0.16 0.21
H -3.2818 -0.9791 -0.4026 -0.06 -0.02 0.19
H 2.8680 1.0735 5.2769 0.02 0.12 -0.11
H 0.2917 1.8146 6.0304 -0.04 0.19 -0.31
C 2.6835 1.8183 4.4915 -0.25 -0.06 0.00
C 0.3598 2.4497 5.1306 -0.12 -0.10 -0.31
N 1.2653 1.8587 4.1482 0.44 0.10 0.09
H 3.2181 1.5381 3.5850 0.09 0.02 0.19
C 0.8725 1.3513 2.9580 -0.79 0.47 0.01
O 1.6577 0.8570 2.1422 -0.11 -0.08 -0.12
H -0.6338 2.5809 4.6800 0.30 -0.15 0.16
H -0.2287 1.4231 2.7571 0.91 -0.05 0.21
H 3.0309 2.7966 4.8456 -0.16 -0.14 -0.09
H 0.7223 3.4438 5.4347 -0.04 -0.30 -0.15
C 0.5433 -4.8949 -1.9666 0.34 -0.27 -0.10
C -0.3154 -3.7830 -1.4178 -0.65 -0.01 0.08
C -1.5397 -3.6537 -2.3088 -0.38 0.20 -0.21
O 0.4676 -2.5562 -1.4819 0.06 -0.03 0.82
B 0.4354 -2.0234 -0.1963 0.71 -0.38 0.03
O -0.5854 -2.5358 0.6011 1.21 0.31 -0.36
C -0.7000 -3.9113 0.1203 0.74 -0.45 -0.22
C -2.0767 -4.4826 0.3990 -0.24 0.25 -0.03
C 0.3205 -4.7710 0.8879 0.33 -0.04 0.41
H 1.4977 -4.9744 -1.4431 -0.03 0.02 -0.04
H 0.7391 -4.7097 -3.0262 0.04 0.05 0.12
H 0.0359 -5.8575 -1.8988 -0.05 -0.02 0.07
H -1.2283 -3.3934 -3.3304 -0.07 0.00 0.31
H -2.0782 -4.6147 -2.3563 0.19 0.34 0.04
H -2.2412 -2.8894 -1.9439 0.27 -0.14 -0.14
H -2.1060 -5.5299 0.0629 -0.07 0.32 0.00
H -2.2673 -4.4799 1.4782 0.08 0.06 -0.20
H -2.8690 -3.9072 -0.0946 0.17 -0.22 0.15
H 1.3522 -4.3902 0.8238 -0.43 0.00 -0.09
H 0.0576 -4.7809 1.9554 0.02 0.10 -0.29
H 0.3380 -5.8164 0.5516 -0.18 0.28 -0.04



# 2
6
Properties=species:S:1:pos:R:3:forces:R:3 method="wB97M-V/def2-TZVPD" relative_energy_ev=0.638 largest_force_ev_per_a=5.43 homo_lumo_gap_ha="0.2834 / 0.2833" homo_ev="-8.67 / -8.67" smiles=[S-][N+]#CCl.N#N e_tot_ha=-1060.69436 e_lumo_ha="-0.0353 / -0.0354"
C 0.5030 0.1596 -0.7114 -3.43 0.17 -2.69
N 0.6097 -0.3872 1.8262 -3.29 0.70 1.68
N -0.6254 0.0645 -1.1913 4.64 -0.05 2.82
N -0.3904 -0.1619 2.2662 3.20 -0.78 -1.37
S -2.1237 -0.3679 -1.1678 -1.25 -0.07 -0.47
Cl 2.0267 0.6929 -1.0218 0.13 0.03 0.03



# 3
18
Properties=species:S:1:pos:R:3:forces:R:3 method="wB97M-V/def2-TZVPD" relative_energy_ev=2.872 largest_force_ev_per_a=2.87 homo_lumo_gap_ha=0.3635 homo_ev=-9.06 e_tot_ha=-397.46240 e_lumo_ha=0.0305
C 1.7485 0.5300 0.2046 0.57 -0.70 0.98
C 0.1597 -1.7128 -1.4976 0.40 -0.14 0.11
N 1.1782 1.1445 1.2301 0.13 -0.14 -0.29
O 0.5084 -1.4206 -0.1738 1.60 -0.27 0.47
O 2.5905 -0.4212 0.3674 -0.19 1.30 -0.13
H 1.7433 -1.3184 0.0812 -2.71 -0.16 -0.92
H 1.4627 0.8935 -0.7870 0.13 0.00 0.07
H 0.2942 1.6379 1.0630 0.03 0.03 -0.14
H 1.2759 0.6984 2.1324 0.21 0.03 -0.06
H 0.4033 -2.7493 -1.7560 -0.06 -0.02 -0.10
H -0.9184 -1.5782 -1.6459 0.03 0.02 0.03
H 0.6809 -1.0633 -2.2223 -0.06 -0.04 0.00
N -1.9165 0.1812 0.7193 0.07 0.08 -0.10
N -1.5887 1.5904 0.6146 -0.28 -0.09 -0.01
H -2.0903 2.0578 1.3645 -0.05 -0.01 -0.19
H -2.5362 -0.0813 -0.0438 0.09 0.02 0.24
H -1.0559 -0.3627 0.6119 -0.08 0.12 -0.17
H -1.9396 1.9738 -0.2623 0.17 -0.04 0.21



# 4
68
Properties=species:S:1:pos:R:3:forces:R:3 method="wB97M-V/def2-TZVPD" multiplicity=2 largest_force_ev_per_a=3.78 total_charge=+1 homo_lumo_gap_ha="0.2030 / 0.2172" homo_ev="-11.41 / -11.23" e_tot_ha=-2361.07395 e_lumo_ha="-0.2162 / -0.1954"
Re 0.3185 0.4095 1.6398 0.81 -1.94 3.14
N 0.7461 1.4881 3.7326 -0.04 -0.75 -0.38
C 0.1652 0.5176 4.6786 -0.02 -0.35 0.43
C 0.5050 -0.9111 4.2447 -0.02 0.31 2.08
O 0.8525 -1.7512 5.0465 -0.24 0.47 -0.43
N 0.3826 -1.1474 2.9071 -0.02 2.11 -2.61
C 1.0324 -2.3147 2.4101 0.58 -0.53 -0.47
C 2.3056 -1.8517 1.6100 -0.50 -1.80 0.28
O 3.0606 -2.6952 1.1787 -0.07 -0.14 0.19
O 2.3877 -0.5984 1.4260 -0.82 2.58 0.22
H 1.7610 1.4999 3.8575 -0.20 0.10 -0.05
H 0.4091 2.4221 3.9539 0.01 -0.07 -0.28
H -0.9240 0.6303 4.6737 0.11 0.02 -0.01
H 0.5329 0.6467 5.7005 -0.09 -0.03 -0.15
H 0.3860 -2.8465 1.7037 0.14 0.02 0.11
H 1.3369 -2.9785 3.2254 -0.14 0.08 -0.24
N -7.1041 1.2436 2.1391 -0.35 0.04 0.01
C -5.9673 1.1185 2.0715 -0.54 0.07 0.08
C -4.5651 0.9614 1.9872 0.94 -0.05 -0.10
C -3.7163 2.0244 2.2904 -0.12 -0.03 0.01
C -2.3482 1.8642 2.1773 0.25 0.15 0.05
C -1.7700 0.6625 1.7456 0.49 0.17 -0.07
C -2.6527 -0.3936 1.4696 0.27 -0.24 -0.12
C -4.0216 -0.2604 1.5873 0.04 0.04 0.05
H -4.1276 2.9700 2.6126 -0.06 0.03 0.02
H -1.7219 2.7117 2.4331 0.03 0.04 -0.07
H -2.2440 -1.3475 1.1551 -0.07 0.00 -0.04
H -4.6784 -1.0886 1.3645 -0.02 -0.05 -0.01
C 4.4507 -1.1306 -1.0866 -0.68 0.42 0.17
Si 3.2066 0.2653 -1.4063 -0.39 0.27 -0.39
C 3.1519 0.6393 -3.2809 -0.01 -0.12 0.88
C 3.3305 1.8833 -0.3926 0.07 -0.65 -0.29
Sb 0.5480 -0.2338 -0.8598 -0.07 -0.83 -2.04
Si -0.7986 1.9019 -1.6869 0.08 -0.13 -0.15
C -0.3045 3.1586 -0.3123 -0.17 -0.58 -0.33
C -0.1993 2.5002 -3.3898 -0.21 -0.21 0.69
C -2.6569 1.4995 -1.6773 0.74 0.13 0.07
Si -0.2155 -2.5496 -2.0263 -0.03 0.39 -0.12
C 0.7807 -3.9702 -1.2332 -0.44 0.65 -0.19
C -2.1129 -2.5890 -1.7777 0.79 -0.06 -0.01
C 0.2500 -2.2152 -3.8487 -0.16 -0.16 0.80
H 5.4505 -0.7153 -0.9865 0.14 0.27 -0.06
H 4.4678 -1.8316 -1.9162 -0.09 0.00 -0.23
H 4.2420 -1.6959 -0.1806 -0.06 0.08 0.01
H 4.1415 0.9415 -3.6057 0.31 0.06 -0.06
H 2.4663 1.4366 -3.5392 -0.17 0.17 0.04
H 2.8774 -0.2368 -3.8576 -0.05 -0.24 -0.05
H 4.3566 2.2329 -0.3399 0.25 0.08 -0.01
H 2.9937 1.7151 0.6279 0.04 -0.06 0.13
H 2.7320 2.6783 -0.8344 -0.09 -0.02 -0.15
H 0.3929 3.9113 -0.6682 0.21 -0.01 -0.07
H 0.1777 2.6376 0.5364 0.02 0.25 0.01
H -1.1717 3.6781 0.0803 -0.20 0.04 0.11
H 0.7812 2.9610 -3.3336 0.19 0.04 0.10
H -0.8821 3.2487 -3.7757 -0.24 0.21 -0.05
H -0.1520 1.6993 -4.1185 -0.03 -0.23 -0.10
H -2.9498 0.9401 -0.7939 0.02 -0.05 0.14
H -2.9257 0.9157 -2.5511 0.00 -0.12 -0.21
H -3.2458 2.4120 -1.6983 -0.05 0.24 -0.03
H 0.2488 -4.4245 -0.4012 -0.15 0.01 0.11
H 1.7434 -3.6338 -0.8539 0.10 0.12 0.00
H 0.9731 -4.7545 -1.9587 -0.04 -0.10 -0.24
H -2.3890 -3.0536 -0.8354 0.05 -0.06 0.20
H -2.5906 -3.1641 -2.5644 -0.03 -0.14 -0.22
H -2.5376 -1.5882 -1.7948 0.02 0.14 -0.05
H 1.3220 -2.2808 -4.0056 0.21 0.00 0.06
H -0.0780 -1.2314 -4.1699 -0.09 0.18 0.01
H -0.2163 -2.9434 -4.5046 -0.14 -0.22 -0.07